1.
19
Properties=species:S:1:pos:R:3:forces:R:3 method="wB97M-V/def2-TZVPD" homo_ev=-9.5 relative_energy_kj_mol=188.5 smiles="O=CNCCCO.O" lumo_ha=0.0160 orbital_gap_ev=9.96
O 1.903639 2.745349 -0.756918 0.083 0.714 -0.432
C 1.062427 2.330752 0.001943 0.251 -1.204 0.422
N 1.179545 1.070069 0.524283 -0.168 0.655 0.134
C 0.235513 0.343164 1.401268 0.577 1.081 -1.914
C -0.430748 -0.776013 0.592328 -0.698 -0.697 0.223
C 0.093747 -2.216448 0.789251 -2.234 0.815 -0.920
O -0.681211 -3.146512 0.023318 1.258 -0.509 -0.454
H 0.185553 2.909349 0.317084 -0.158 -0.002 0.143
H 1.977635 0.621867 0.094527 -0.078 -0.395 0.318
H 0.784984 0.104853 2.306069 -0.309 -0.571 0.195
H -0.534180 1.080257 1.627486 0.053 0.005 0.339
H -0.434298 -0.566985 -0.471283 0.361 0.406 -0.162
H -1.511858 -0.739950 0.822640 0.273 -0.407 0.265
H 1.033893 -2.339502 0.256902 0.673 0.065 1.264
H -0.109290 -2.416761 1.843315 1.329 -0.453 0.165
H -1.611057 -3.033007 0.076629 -1.198 0.478 0.420
H -3.026654 -0.276023 -1.628267 0.725 0.243 -0.466
H -2.787669 1.043065 -2.287390 -0.270 0.994 -0.333
O -2.346310 0.222542 -2.129507 -0.469 -1.218 0.792

2.
19
Properties=species:S:1:pos:R:3:forces:R:3 method="wB97M-V/def2-TZVPD" homo_ev=-9.8 relative_energy_kj_mol=228.2 smiles="NC(=O)CCCO.O" lumo_ha=0.0222 orbital_gap_ev=10.44
C -1.679674 0.309624 -0.120201 2.125 -0.666 -2.937
O -2.290693 -0.320279 -1.329215 3.135 2.247 -1.930
C -0.290910 -0.311504 0.381225 -0.130 1.010 -1.153
C 0.689345 -0.416212 -0.796497 1.051 -0.075 -1.530
C 2.268180 -0.755308 -0.578463 -2.639 0.645 -0.194
N 2.442514 -1.376618 0.628458 3.944 1.435 -0.306
O 3.094114 -0.463759 -1.408537 -0.005 -0.071 0.728
H -2.418660 0.185464 0.550605 -2.255 -0.472 2.734
H -1.654708 1.370145 -0.359034 0.639 0.177 0.316
H -1.790966 0.172099 -2.146923 -1.932 -2.082 2.912
H -0.453070 -1.331200 0.767284 -0.062 0.602 0.300
H 0.225162 0.369273 1.080354 -0.831 -0.383 0.374
H 0.667591 0.534990 -1.469016 0.013 -1.837 0.991
H 0.335568 -1.329417 -1.324421 0.252 0.871 -0.559
H 1.810683 -2.012569 0.917850 -3.124 -1.955 1.033
H 3.362980 -1.709231 0.936106 -0.202 0.566 -0.774
H -2.912745 3.547304 2.186588 0.679 -1.466 0.908
H -2.319713 2.187943 2.998691 -0.066 1.198 -0.479
O -3.037342 2.620528 2.506042 -0.594 0.255 -0.433

3.
19
Properties=species:S:1:pos:R:3:forces:R:3 method="wB97M-V/def2-TZVPD" homo_ev=-9.1 relative_energy_kj_mol=1149.7 lumo_ha=-0.1520 orbital_gap_ev=4.98
O -2.739750 0.877382 0.246834 -0.024 -0.608 1.480
C 0.828739 1.066707 -1.224155 0.004 2.563 -2.320
O 1.997176 1.489111 -1.306234 0.508 -0.266 0.173
C -0.111983 1.708325 -0.330542 0.576 0.132 0.442
C 0.565730 0.122338 0.164325 -1.536 -0.275 2.558
C -0.782441 -0.617720 0.044004 2.283 -1.054 -2.917
N -0.624350 -1.923914 0.066794 -2.153 -1.622 0.895
H 0.407474 0.569867 -2.089833 -0.399 -1.004 -0.096
H 0.295202 2.634023 0.101419 0.179 -0.782 0.405
H -1.162147 1.458060 -0.062796 0.444 0.766 -1.011
H 0.918463 0.528085 1.117527 -0.342 -0.089 0.216
H 1.317014 -0.682711 0.056671 0.389 0.623 -0.433
H -1.539264 -0.167789 0.806611 -2.140 1.715 0.433
H -1.329831 -0.344101 -0.877091 -0.312 0.269 0.539
H -1.415667 -2.535256 -0.188932 0.565 0.612 -0.331
H 0.096998 -2.230577 0.833159 1.806 -0.129 0.792
H 1.421981 -2.857935 2.040187 0.105 0.650 -0.170
H -3.325772 1.311752 0.918427 0.797 -0.582 -0.550
O 1.261839 -1.999075 1.604189 -0.749 -0.919 -0.104

4.
19
Properties=species:S:1:pos:R:3:forces:R:3 method="wB97M-V/def2-TZVPD" homo_ev=-8.5 relative_energy_kj_mol=177.6 smiles=c1cc[nH]c1.O.O.O lumo_ha=0.0265 orbital_gap_ev=9.21
C 0.693831 -0.463255 -0.826015 -1.199 0.045 -1.697
C 1.878130 0.182818 -1.215480 -1.450 -0.927 1.445
N 2.735643 0.038937 -0.129572 1.322 2.759 -4.630
C 2.207329 -0.632186 0.860326 -0.038 -1.110 2.440
C 0.917770 -1.022078 0.463832 0.947 0.324 0.719
H -0.301815 -0.534326 -1.425339 2.103 -0.013 1.212
H 2.179325 0.748084 -2.093780 -0.185 -0.268 0.301
H 3.590633 0.553456 -0.356244 0.022 -0.799 1.647
H 2.840778 -0.717312 1.790801 -1.291 -0.316 -1.107
H 0.287756 -1.634466 1.097872 -0.172 0.205 -0.379
H -3.315365 0.287378 1.421552 0.228 0.177 -0.553
H -1.968827 0.924620 0.953548 -1.046 -0.093 -0.576
O -2.852242 0.581830 0.615965 0.521 0.199 1.241
H -3.154585 -1.563324 -1.958193 2.183 1.098 2.704
H -2.781194 -0.635260 -0.613985 -0.211 -0.051 -0.279
O -2.446388 -1.325789 -1.220942 -1.888 -1.192 -2.595
H -0.139711 2.502750 0.626653 -0.938 -1.744 1.529
H 0.056970 0.985738 0.787095 -0.104 0.125 0.380
O -0.428033 1.722394 1.221899 1.197 1.583 -1.804

5.
20
Properties=species:S:1:pos:R:3:forces:R:3 method="wB97M-V/def2-TZVPD" homo_ev="0.1 / -6.0" s_squared=2.005 relative_energy_kj_mol=75.0 lumo_ha="0.1403 / -0.0040" total_charge=-1 spin_multiplicity=3 orbital_gap_ev="3.67 / 5.88"
C -0.040541 1.667090 0.999490 -0.314 0.042 0.254
C -0.490284 0.855387 -1.336099 -0.925 -0.769 -0.289
C -1.090576 -1.874136 -0.128173 0.912 -0.970 1.395
C 0.033016 0.517947 0.034888 0.249 -0.958 1.327
N -1.008306 -0.713485 0.721401 2.192 1.695 -4.655
O 2.047753 -0.644012 1.398530 -0.045 0.596 -0.458
O 2.654749 1.069604 -0.382357 -0.434 0.208 0.205
O 1.827959 -1.275525 -1.078773 -0.620 0.080 0.270
P 1.786820 -0.109709 -0.144646 1.112 -0.477 0.091
H -1.026492 2.140639 0.998508 0.006 -0.083 0.008
H 0.708929 2.395819 0.697322 0.083 0.046 -0.025
H 0.196289 1.329613 2.004251 0.066 0.073 0.122
H 0.056334 1.721811 -1.707054 0.176 0.109 0.201
H -0.297281 0.023317 -2.016481 -0.072 0.116 -0.058
H -1.563065 1.082584 -1.331343 0.138 0.029 0.006
H -1.680182 -1.735423 -1.048196 -0.379 0.531 0.347
H -0.082601 -2.169064 -0.410932 0.097 -0.030 -0.104
H -1.554555 -2.684587 0.449439 -0.275 0.049 -0.170
H 1.426931 -1.361608 1.512357 -0.121 -0.627 0.329
H -1.904906 -0.236267 0.767872 -1.847 0.339 1.205

6.
21
Properties=species:S:1:pos:R:3:forces:R:3 method="wB97M-V/def2-TZVPD" homo_ev=-9.3 relative_energy_kj_mol=513.7 lumo_ha=0.0215 orbital_gap_ev=9.86
C 0.012679 -2.361289 0.609653 2.343 -3.684 0.067
C -0.564313 -0.980334 2.619331 -1.024 -4.816 -1.103
C -1.640527 -0.591875 0.419316 -0.210 3.088 5.257
C -0.748759 -1.236413 1.158437 -0.680 -0.116 0.714
N 0.725105 2.553327 -2.171971 0.083 0.101 -0.844
O 1.337860 0.221007 -1.364767 -0.850 -0.228 -0.206
O 0.751307 1.859374 0.244084 0.348 -0.801 -1.345
O 2.055927 2.365931 -2.484908 0.510 2.166 -0.934
O -0.056832 2.238112 -3.346446 -0.143 -3.367 1.835
S 0.226987 1.153392 -1.190733 1.515 0.358 1.760
H 0.961419 -2.164552 0.117563 0.230 1.227 -0.048
H 0.473511 -3.113216 1.395854 -1.542 1.358 -1.025
H -0.410031 -3.002928 -0.202320 -0.567 0.627 0.854
H -0.826559 -1.885104 3.270864 -0.163 0.653 -1.256
H -1.100980 -0.255880 3.021957 -2.373 3.693 1.403
H 0.399522 -0.926071 2.876601 4.025 0.849 0.739
H -2.223386 0.308446 0.878582 0.956 -1.823 -1.057
H 0.108630 2.302809 0.784059 -0.965 0.338 0.136
H -1.841560 -0.937202 -0.477823 -1.107 -1.142 -4.475
H 2.499605 1.579555 -2.146138 -0.929 -1.032 0.420
H -0.139606 2.872910 -4.011194 0.545 2.552 -0.893

7.
21
Properties=species:S:1:pos:R:3:forces:R:3 method="wB97M-V/def2-TZVPD" homo_ev="0.1 / -3.7" s_squared=0.753 lumo_ha="0.1244 / 0.1235" total_charge=-1 spin_multiplicity=2 orbital_gap_ev="3.25 / 7.02"
O -2.053265 -0.005593 1.801038 0.019 -0.045 -0.150
C -0.960855 -0.487462 1.617280 -0.205 -0.475 -0.173
O 0.077262 -0.223846 2.439175 0.572 -0.553 -0.216
C -0.565004 -1.448782 0.460705 0.229 0.800 0.928
C -0.336982 -0.525151 -0.734828 -0.097 -0.239 -1.582
C 0.512998 -1.096261 -1.856048 -0.425 -1.102 1.041
O 1.098346 -0.316083 -2.688986 0.377 1.452 -0.646
N 0.639067 -2.213537 0.734740 -0.405 -0.611 -0.175
H -0.087302 0.578164 2.934314 -0.406 0.417 0.031
H -1.412287 -2.116526 0.309057 0.056 -0.097 -0.118
H -1.304978 -0.196514 -1.181135 0.012 -0.018 0.604
H 0.138284 0.390909 -0.411045 0.138 0.169 0.283
H 0.582434 -2.190598 -1.963179 -0.067 0.218 0.057
H 1.417727 -1.619021 0.959888 0.117 0.207 -0.062
H 0.505032 -2.874268 1.484284 -0.049 0.045 0.273
H 0.339369 2.908498 -2.352042 0.150 -0.426 0.121
H 0.946842 1.470277 -2.114844 -0.047 -0.801 -0.374
O 0.777847 2.346887 -1.700151 0.022 0.817 0.116
H 0.350266 2.378788 0.108640 -0.260 -0.024 0.182
H -0.678541 2.945428 1.123936 -0.240 0.143 -0.146
O 0.013747 2.294688 1.029194 0.509 0.125 0.007

8.
18
Properties=species:S:1:pos:R:3:forces:R:3 method="wB97M-V/def2-TZVPD" homo_ev=-12.8 relative_energy_kj_mol=99.7 lumo_ha=-0.1308 total_charge=+1 orbital_gap_ev=9.29
C 0.451045 0.976545 -0.567136 1.659 0.584 1.806
C 1.600692 0.716792 0.512734 0.079 -1.362 0.499
C -0.562502 -0.072448 -0.478715 -0.459 -0.414 1.294
C -1.778236 0.258957 -0.103099 -2.214 0.007 0.354
N -2.841202 -0.750262 0.150345 -2.146 2.348 -0.372
O -0.258606 -1.387401 -0.548919 -2.846 0.835 0.114
P 2.751421 -0.743310 0.055249 -0.704 0.577 -0.751
H 0.116163 2.038400 -0.385297 -0.239 -1.391 -0.475
H 0.845276 0.867512 -1.553068 0.770 0.442 -0.824
H 2.311293 1.544607 0.449269 -0.631 0.197 0.701
H 1.265072 0.416390 1.603479 0.228 1.275 -2.238
H 3.715045 0.098598 -0.530323 0.189 -0.279 -0.167
H -2.211387 1.200448 0.157330 0.666 0.719 -0.305
H -3.786362 -0.451993 -0.302625 2.156 -1.005 0.133
H -3.124385 -0.678975 1.127465 0.490 -0.696 0.357
H -2.521879 -1.651861 -0.118496 -0.001 -1.364 -0.212
H 0.633320 -1.544671 -0.737372 2.688 -0.414 -0.554
H 3.395240 -0.837320 1.269183 0.314 -0.059 0.641

9.
18
Properties=species:S:1:pos:R:3:forces:R:3 method="wB97M-V/def2-TZVPD" homo_ev=-12.5 relative_energy_kj_mol=311.8 lumo_ha=-0.1649 total_charge=+1 orbital_gap_ev=8.04
C 1.690494 -0.508605 0.223854 0.459 -0.593 1.012
C -1.364116 -0.582193 -1.152164 -1.125 1.622 0.760
C -1.497730 -0.253930 1.456624 2.151 1.367 -0.023
C -1.028359 0.209785 0.081715 -0.965 2.085 0.087
N -0.722464 1.514331 -0.099167 -1.019 -4.561 3.148
O 2.639230 -0.690098 1.138890 0.698 2.600 -4.262
P 2.397559 0.635884 -0.980928 1.452 -0.531 -1.684
H -2.447651 -0.851657 -1.241763 0.507 1.024 0.304
H -0.979080 -1.536273 -1.175466 1.582 -2.031 0.275
H -1.007866 -0.011729 -1.978809 -0.047 0.092 -0.988
H -0.655815 -0.213323 2.227510 -0.992 -0.697 -1.200
H -1.991523 -1.186818 1.298399 -0.068 -0.707 0.558
H -2.167969 0.502937 1.851184 -0.507 0.030 -0.191
H -0.690965 1.916714 -0.949796 0.381 1.294 -3.655
H 2.414227 -1.178082 1.859788 -1.624 -2.412 3.314
H -0.664509 2.145115 0.659703 0.146 0.450 1.005
H 3.737876 0.144193 -0.936024 -0.129 0.587 0.418
H 2.338653 -0.056257 -2.283553 -0.898 0.380 1.123

10.
18
Properties=species:S:1:pos:R:3:forces:R:3 method="wB97M-V/def2-TZVPD" homo_ev=-9.0 relative_energy_kj_mol=123.8 smiles=N[C@@H](CO)CCS lumo_ha=0.0308 orbital_gap_ev=9.80
C -1.591002 0.960280 -0.014499 0.770 0.434 0.619
O -1.499916 2.391311 -0.196721 -0.646 -0.453 -0.346
C -0.258098 0.349070 -0.515229 -0.700 0.835 -0.085
C 0.413136 -0.490811 0.543238 0.057 -0.688 0.430
C 1.870202 -0.810669 0.263670 0.049 0.516 -0.354
S 2.802769 -1.436821 1.672949 0.185 -0.198 0.412
N -0.353575 -0.350325 -1.782300 -0.068 -0.655 -0.552
H -1.677601 0.842737 1.074686 -0.252 -0.569 -0.225
H -2.428472 0.497220 -0.548489 -0.071 0.241 0.129
H -2.334860 2.758615 0.126264 0.289 0.058 -0.133
H 0.347831 1.233305 -0.694668 0.311 0.186 0.056
H 0.328307 -0.014906 1.522251 0.093 0.277 -0.116
H -0.117404 -1.435082 0.654191 -0.286 -0.241 0.004
H 2.352779 0.124306 -0.014031 0.170 0.000 -0.158
H 1.992300 -1.510868 -0.558997 -0.130 0.036 -0.076
H 1.780374 -1.677315 2.503503 -0.069 -0.021 -0.075
H -0.488568 -1.342442 -1.667509 0.154 -0.322 0.315
H -1.138203 -0.087606 -2.368309 0.146 0.566 0.154

11.
18
Properties=species:S:1:pos:R:3:forces:R:3 method="wB97M-V/def2-TZVPD" homo_ev=-9.2 relative_energy_kj_mol=221.1 smiles=N[C@@H](CO)CCS lumo_ha=0.0286 orbital_gap_ev=9.97
C -1.241063 -1.144232 0.756791 2.755 -0.431 2.013
O -2.087904 -0.808857 1.838022 1.385 2.677 1.064
C -0.650244 0.121761 0.057219 -2.154 -1.357 0.925
C 0.615043 -0.157261 -0.621618 4.207 -2.221 0.467
C 1.653122 0.969873 -0.766963 -1.065 1.303 2.081
S 2.626621 1.088986 0.910603 0.280 0.168 -1.501
N -1.723985 0.441015 -0.898414 -0.305 0.487 -0.456
H -0.440984 -1.807191 1.214575 -0.474 0.519 -0.850
H -1.801378 -1.688914 0.044763 -0.520 -0.759 -0.648
H -1.507877 -0.087413 2.305030 -2.061 -2.016 -0.773
H -0.529808 0.900330 0.832370 -0.121 0.001 -0.380
H 1.317589 -0.927015 -0.060401 -1.900 1.171 -0.349
H 0.462253 -0.791056 -1.488611 -0.232 0.562 -0.874
H 1.209495 1.972229 -0.940994 0.177 -0.658 0.096
H 2.446871 0.840128 -1.438065 0.680 -0.602 -1.249
H 3.885618 1.091902 0.333216 -1.019 0.018 0.485
H -1.617148 -0.244600 -1.673807 -0.390 0.747 0.735
H -2.616217 0.230323 -0.403710 0.756 0.390 -0.786

12.
18
Properties=species:S:1:pos:R:3:forces:R:3 method="wB97M-V/def2-TZVPD" homo_ev=-8.6 relative_energy_kj_mol=52.9 smiles="CC(N)=O.CSC" lumo_ha=0.0328 orbital_gap_ev=9.50
C 1.464662 -2.459377 3.230429 -0.159 0.791 0.288
C 1.385888 -1.620385 1.965646 -0.471 -1.238 -0.070
O 2.364279 -1.161079 1.426385 0.153 0.394 0.087
N 0.148428 -1.590681 1.352308 0.167 0.577 0.132
H 0.132515 -0.890374 0.623690 -0.307 -0.052 -0.157
H -0.705117 -1.692144 1.888695 0.369 -0.011 -0.054
H 2.509978 -2.485398 3.525479 -0.040 -0.441 -0.051
H 0.985812 -3.428748 3.102209 0.349 -0.123 -0.155
H 0.922805 -1.982066 4.051111 -0.059 0.157 -0.066
C -1.586190 0.818786 -2.937151 0.724 0.172 -0.006
C -0.398319 3.039361 -1.755862 -0.486 -1.001 -0.063
S -0.148783 1.229673 -1.897864 -0.224 -0.064 -0.170
H -1.730723 -0.250785 -2.971730 0.193 -0.312 0.015
H -1.338504 1.185465 -3.922347 -0.364 0.001 -0.394
H -2.497551 1.258103 -2.563773 -0.211 0.276 0.163
H 0.230047 3.662989 -2.390657 0.260 -0.212 0.321
H -0.308494 3.154897 -0.685834 0.262 0.892 0.068
H -1.430740 3.211763 -2.040730 -0.154 0.194 0.112

13.
18
Properties=species:S:1:pos:R:3:forces:R:3 method="wB97M-V/def2-TZVPD" homo_ev=-8.8 relative_energy_kj_mol=240.2 smiles=OCNCCCS lumo_ha=0.0299 orbital_gap_ev=9.62
C 0.685995 -0.914002 1.253915 -0.365 -1.803 0.893
N 0.624330 0.531865 1.197204 -0.623 -0.836 1.200
C -0.472005 1.160856 1.926948 0.646 1.261 -3.020
O -1.400687 1.808922 0.969117 0.068 -0.862 0.390
C 0.712425 -1.662040 -0.113920 0.201 0.750 2.704
C -0.387747 -1.312144 -1.090114 -0.274 1.417 0.937
S 0.229701 0.074178 -2.144113 -0.809 1.257 0.888
H -0.287241 -1.305060 1.742233 1.573 0.523 -0.273
H 1.607355 -1.304731 1.861479 -1.668 0.712 -0.805
H 0.748295 0.809636 0.251268 -0.018 0.784 -0.206
H -0.920674 0.453360 2.582874 -0.673 -0.555 0.355
H -0.090068 1.989660 2.438171 0.654 1.030 1.390
H -1.644090 2.707625 1.251710 0.346 -0.663 0.131
H 1.689631 -1.496407 -0.555666 0.019 -0.153 -0.384
H 0.648754 -2.708734 0.205292 0.036 -0.040 -0.320
H -0.407328 -2.265153 -1.534102 -0.673 -0.610 -2.179
H -1.442273 -1.075374 -0.730045 1.596 -0.272 0.010
H 0.025599 1.177885 -1.201748 -0.036 -1.940 -1.713